Record 1
This record from the Open Molecules 2025 dataset describes a cluster of 2 separate species, C9H15FN3 in total. The level of theory is ωB97M-V/def2-TZVPD.

The geometry in ORCA input format:
```
! RIJCOSX wB97M-V def2-TZVPD def2/J DEFGRID3
* xyz 1 3
C 0.87 -0.69 1.67
C 2.26 -0.68 -0.10
C -3.68 -0.81 -0.40
C -2.59 -1.62 0.02
C 1.18 0.08 -0.86
C -2.58 -0.10 0.34
C 0.57 0.99 0.14
C 3.62 -0.73 -0.61
C 0.73 2.47 -0.15
N 1.94 -1.16 1.03
N 0.29 0.49 1.35
N -1.82 0.85 -0.22
F 0.21 -0.91 -1.30
H 0.72 -1.05 2.63
H -3.74 -0.29 -1.42
H -4.71 -0.89 0.10
H -2.58 -2.44 0.84
H -1.92 -1.81 -0.76
H 1.46 0.50 -1.76
H -2.82 0.11 1.37
H 3.63 -1.50 -1.41
H 4.39 -0.97 0.06
H 3.98 0.17 -0.90
H 0.36 2.85 0.76
H 0.27 2.86 -0.99
H 1.78 2.61 -0.31
H -0.28 1.21 2.03
H -1.54 0.44 -1.16
*
```

M in g mol⁻¹: 184.24
Lowest unoccupied orbital energy (spin up / spin down) in eV: -3.96 / -6.22
Relative energy (zero: lowest compared OMol25 entry of this formula, charge and spin) in kcal per mole: 11.8
Total energy in eV: -16751.4470
Kohn-Sham gap (spin up / spin down) in eV: 7.554 / 7.258
Maximum force in eV/Å: 4.4
⟨S²⟩: 2.03

Let us look at the Mulliken charges, expressed in e, one per atom: atom 1 (C): -0.4917, atom 2 (C): 0.7104, atom 3 (C): -0.5204, atom 4 (C): -0.3190, atom 5 (C): 0.0295, atom 6 (C): -0.1647, atom 7 (C): 0.3472, atom 8 (C): -1.4136, atom 9 (C): -1.4139, atom 10 (N): -0.4501, atom 11 (N): 0.0713, atom 12 (N): -0.5481, atom 13 (F): -0.3322, atom 14 (H): 0.5399, atom 15 (H): 0.2289, atom 16 (H): 0.2478, atom 17 (H): 0.2432, atom 18 (H): 0.1802, atom 19 (H): 0.5617, atom 20 (H): 0.4584, atom 21 (H): 0.3076, atom 22 (H): 0.4454, atom 23 (H): 0.4457, atom 24 (H): 0.3673, atom 25 (H): 0.3541, atom 26 (H): 0.4148, atom 27 (H): 0.4514, atom 28 (H): 0.2487


Record 2
This record from the Open Molecules 2025 dataset describes the ion C5H6NO5S with charge -1. The level of theory is ωB97M-V/def2-TZVPD.

The geometry in ORCA input format:
```
! RIJCOSX wB97M-V def2-TZVPD def2/J DEFGRID3
* xyz -1 1
C 1.59 -1.57 -2.28
S 0.85 -1.58 -0.65
O -0.17 -2.59 -0.61
O 1.89 -1.67 0.35
N 0.15 0.16 -0.56
C -0.16 0.60 0.83
C -1.58 0.54 1.15
C -2.21 1.71 1.61
O -3.29 2.04 2.01
O -1.15 2.66 1.59
C 0.06 2.06 1.30
O 1.11 2.59 1.55
H 2.38 -2.33 -2.26
H 0.78 -1.84 -2.98
H 2.00 -0.59 -2.50
H -0.76 -0.02 -1.02
H 0.65 0.18 1.45
H -2.15 -0.35 1.01
*
```

SMILES string: CS(=O)(=O)N[C@@H]1C=C([O-])OC1=O
M in g mol⁻¹: 192.17
Lowest unoccupied orbital energy in eV: 2.71
Relative energy (zero: lowest compared OMol25 entry of this formula, charge and spin) in kcal per mole: 12.9
Total energy in eV: -27845.2719
Kohn-Sham gap in eV: 6.018
Maximum force in eV/Å: 3.5

Let us look at the Mulliken charges, expressed in e, one per atom: atom 1 (C): -0.8843, atom 2 (S): 1.1327, atom 3 (O): -0.6164, atom 4 (O): -0.6337, atom 5 (N): -0.4719, atom 6 (C): 0.3917, atom 7 (C): -0.5724, atom 8 (C): 0.1766, atom 9 (O): -0.6996, atom 10 (O): -0.3345, atom 11 (C): 0.0895, atom 12 (O): -0.6018, atom 13 (H): 0.3243, atom 14 (H): 0.3162, atom 15 (H): 0.2960, atom 16 (H): 0.4320, atom 17 (H): 0.1707, atom 18 (H): 0.4851


Record 3
This record from the Open Molecules 2025 dataset describes the molecule C21H29N5O3S2. The level of theory is ωB97M-V/def2-TZVPD.

The geometry in ORCA input format:
```
! RIJCOSX wB97M-V def2-TZVPD def2/J DEFGRID3
* xyz 0 1
C -4.33 -2.18 -1.94
C -4.76 -1.99 -0.49
C -3.80 -1.08 0.29
C -4.31 -0.82 1.71
C -3.47 0.23 2.42
C -2.45 -1.77 0.36
O -2.22 -2.74 1.05
N -1.49 -1.23 -0.45
C -0.22 -1.75 -0.48
N 0.71 -1.26 -1.22
N 1.88 -1.88 -1.06
C 1.85 -2.84 -0.21
S 3.25 -3.76 0.20
C 4.52 -2.55 -0.32
C 4.50 -1.40 0.67
O 4.68 -1.62 1.86
N 4.27 -0.15 0.21
C 4.05 0.24 -1.17
C 3.56 1.69 -1.22
N 2.45 1.92 -0.32
C 1.14 1.85 -0.74
C 0.78 1.42 -2.02
C -0.53 1.38 -2.45
C -1.55 1.76 -1.59
C -1.22 2.23 -0.32
C 0.09 2.30 0.10
O 0.45 2.83 1.32
C -0.55 3.32 2.17
C 2.78 1.58 1.07
C 4.15 0.92 1.18
S 0.26 -3.10 0.52
H -4.25 -1.23 -2.45
H -3.36 -2.68 -2.00
H -5.06 -2.79 -2.47
H -5.76 -1.55 -0.47
H -4.81 -2.96 0.01
H -3.70 -0.13 -0.25
H -4.27 -1.76 2.27
H -5.35 -0.49 1.67
H -2.43 -0.09 2.48
H -3.51 1.18 1.88
H -3.84 0.40 3.43
H -1.63 -0.39 -1.00
H 4.33 -2.28 -1.36
H 5.46 -3.08 -0.22
H 4.98 0.14 -1.75
H 3.27 -0.40 -1.61
H 3.27 1.95 -2.23
H 4.37 2.37 -0.93
H 1.54 1.07 -2.70
H -0.76 1.03 -3.44
H -2.58 1.74 -1.91
H -2.02 2.56 0.33
H -1.12 4.13 1.71
H -0.02 3.70 3.05
H -1.24 2.52 2.49
H 2.02 0.89 1.46
H 2.77 2.49 1.69
H 4.96 1.65 1.03
H 4.27 0.48 2.17
*
```

SMILES string: CCC(CC)C(=O)Nc1nnc(SCC(=O)N2CCN(c3ccccc3OC)CC2)s1
M in g mol⁻¹: 463.63
Lowest unoccupied orbital energy in eV: 0.65
Relative energy (zero: lowest compared OMol25 entry of this formula, charge and spin) in kcal per mole: 52.3
Total energy in eV: -57511.2084
Kohn-Sham gap in eV: 8.229
Maximum force in eV/Å: 1.5

Let us look at the Mulliken charges, expressed in e, one per atom: atom 1 (C): -1.1403, atom 2 (C): -0.8484, atom 3 (C): 1.1621, atom 4 (C): -0.9801, atom 5 (C): -1.0191, atom 6 (C): 0.2501, atom 7 (O): -0.7489, atom 8 (N): 0.3910, atom 9 (C): 0.1180, atom 10 (N): -0.2164, atom 11 (N): -0.4449, atom 12 (C): 0.3964, atom 13 (S): -0.1453, atom 14 (C): -0.5841, atom 15 (C): 0.6526, atom 16 (O): -0.6974, atom 17 (N): 0.2579, atom 18 (C): -0.0836, atom 19 (C): -1.7690, atom 20 (N): 0.1583, atom 21 (C): 1.3810, atom 22 (C): -0.4025, atom 23 (C): -0.6890, atom 24 (C): -1.7781, atom 25 (C): 0.1661, atom 26 (C): 0.4957, atom 27 (O): -0.3972, atom 28 (C): -0.8963, atom 29 (C): -0.2838, atom 30 (C): -1.3681, atom 31 (S): -0.1204, atom 32 (H): 0.2563, atom 33 (H): 0.2825, atom 34 (H): 0.4195, atom 35 (H): 0.4252, atom 36 (H): 0.3158, atom 37 (H): -0.0666, atom 38 (H): 0.3100, atom 39 (H): 0.4251, atom 40 (H): 0.2811, atom 41 (H): 0.1734, atom 42 (H): 0.4600, atom 43 (H): -0.1032, atom 44 (H): 0.2735, atom 45 (H): 0.4196, atom 46 (H): 0.3887, atom 47 (H): 0.3621, atom 48 (H): 0.4784, atom 49 (H): 0.4187, atom 50 (H): 0.1135, atom 51 (H): 0.3309, atom 52 (H): 0.4397, atom 53 (H): 0.4124, atom 54 (H): 0.3720, atom 55 (H): 0.2715, atom 56 (H): 0.2570, atom 57 (H): 0.3785, atom 58 (H): 0.2842, atom 59 (H): 0.3482, atom 60 (H): 0.4556


Record 4
This record from the Open Molecules 2025 dataset describes the molecule C17H18N2O5S. The level of theory is ωB97M-V/def2-TZVPD.

The geometry in ORCA input format:
```
! RIJCOSX wB97M-V def2-TZVPD def2/J DEFGRID3
* xyz 0 1
C -2.01 2.21 -3.26
N -0.81 1.74 -2.60
C -0.77 0.37 -2.22
C -1.63 -0.14 -1.25
C -1.48 -1.45 -0.83
C -0.50 -2.26 -1.38
C -0.28 -3.64 -0.85
O -0.30 -4.64 -1.54
N -0.08 -3.71 0.50
C 0.07 -2.63 1.39
C -0.62 -2.63 2.60
C -0.51 -1.55 3.45
C 0.26 -0.45 3.11
C 0.95 -0.45 1.89
C 0.88 -1.55 1.06
O 1.72 0.61 1.49
C 1.43 1.80 2.20
C 1.36 1.51 3.70
O 0.32 0.60 3.98
C 0.30 -1.77 -2.40
C 0.17 -0.46 -2.81
S -0.21 2.74 -1.39
C 1.55 2.31 -1.43
O -0.73 2.40 -0.09
O -0.37 4.09 -1.83
H -2.08 1.75 -4.24
H -1.91 3.29 -3.35
H -2.92 1.98 -2.69
H -2.37 0.50 -0.80
H -2.13 -1.83 -0.05
H -0.09 -4.64 0.89
H -1.24 -3.47 2.87
H -1.04 -1.53 4.39
H 1.44 -1.55 0.14
H 2.23 2.50 1.97
H 0.47 2.20 1.84
H 1.13 2.42 4.26
H 2.32 1.10 4.03
H 1.04 -2.42 -2.85
H 0.81 -0.06 -3.59
H 2.08 3.13 -0.96
H 1.84 2.21 -2.46
H 1.69 1.40 -0.87
*
```

SMILES string: CN(c1ccc(C(=O)Nc2ccc3c(c2)OCCO3)cc1)S(C)(=O)=O
M in g mol⁻¹: 362.41
Lowest unoccupied orbital energy in eV: 0.48
Relative energy (zero: lowest compared OMol25 entry of this formula, charge and spin) in kcal per mole: 39.5
Total energy in eV: -41973.5988
Kohn-Sham gap in eV: 8.713
Maximum force in eV/Å: 1.0

Let us look at the Mulliken charges, expressed in e, one per atom: atom 1 (C): -0.8850, atom 2 (N): 0.1358, atom 3 (C): -0.3571, atom 4 (C): -0.0720, atom 5 (C): -0.4090, atom 6 (C): -0.1023, atom 7 (C): -0.0280, atom 8 (O): -0.6530, atom 9 (N): -0.0772, atom 10 (C): -0.2695, atom 11 (C): -0.6760, atom 12 (C): -0.8179, atom 13 (C): 0.5651, atom 14 (C): 0.4283, atom 15 (C): -0.0778, atom 16 (O): -0.4691, atom 17 (C): -0.3539, atom 18 (C): -0.5538, atom 19 (O): -0.4592, atom 20 (C): -0.5290, atom 21 (C): -0.1733, atom 22 (S): 1.2111, atom 23 (C): -0.8130, atom 24 (O): -0.6055, atom 25 (O): -0.7173, atom 26 (H): 0.3267, atom 27 (H): 0.3474, atom 28 (H): 0.3426, atom 29 (H): 0.3954, atom 30 (H): 0.4853, atom 31 (H): 0.2710, atom 32 (H): 0.4506, atom 33 (H): 0.4438, atom 34 (H): 0.6478, atom 35 (H): 0.3756, atom 36 (H): 0.2147, atom 37 (H): 0.3865, atom 38 (H): 0.2764, atom 39 (H): 0.4403, atom 40 (H): 0.4460, atom 41 (H): 0.4271, atom 42 (H): 0.3593, atom 43 (H): 0.1222


Record 5
This record from the Open Molecules 2025 dataset describes a structure of composition C8H21I2O4P2RuS. The level of theory is ωB97M-V/def2-TZVPD.

The geometry in ORCA input format:
```
! RIJCOSX wB97M-V def2-TZVPD def2/J DEFGRID3
* xyz 3 5
I 0.56 -3.05 0.09
I -2.14 1.18 0.91
Ru -0.19 -0.60 0.68
P -0.93 -0.38 -2.66
C 0.41 -0.03 -3.81
C -1.19 -2.16 -2.78
H -1.66 -2.43 -3.74
H -3.02 0.16 -3.79
H -1.83 -2.45 -1.94
H -3.20 -0.10 -2.04
H 1.27 -0.63 -3.46
H -0.21 -2.65 -2.69
C -2.56 0.36 -2.81
H 0.16 -0.31 -4.84
H -2.53 1.44 -2.63
H 0.70 1.02 -3.73
P -0.28 -1.06 2.81
C 1.27 -0.43 3.54
C -1.61 -0.32 3.85
H -1.24 -3.29 2.75
H -0.56 -2.98 4.37
H 0.52 -3.37 2.99
C -0.39 -2.85 3.29
H -2.57 -0.57 3.40
H -1.60 -0.68 4.89
H 1.29 -0.53 4.63
H 1.35 0.63 3.27
H -1.50 0.77 3.84
H 2.12 -0.97 3.11
C 1.58 -0.15 0.61
O 2.73 0.01 0.51
C 2.57 4.44 -1.17
S 1.42 3.03 -0.99
O 1.90 2.01 -1.92
O 1.32 2.73 0.43
O -0.31 0.07 -1.33
H 3.52 4.16 -0.74
H 2.16 5.31 -0.65
H 2.65 4.66 -2.24
*
```

M in g mol⁻¹: 630.15
Lowest unoccupied orbital energy (spin up / spin down) in eV: -13.02 / -14.72
Relative energy (zero: lowest compared OMol25 entry of this formula, charge and spin) in kcal per mole: 5.9
Total energy in eV: -64992.2243
Kohn-Sham gap (spin up / spin down) in eV: 4.604 / 5.108
Maximum force in eV/Å: 6.3
⟨S²⟩: 6.03

Let us look at the Mulliken charges, expressed in e, one per atom: atom 1 (I): 0.4647, atom 2 (I): 0.4038, atom 3 (Ru): 0.2543, atom 4 (P): 0.8604, atom 5 (C): -1.0211, atom 6 (C): -1.1249, atom 7 (H): 0.4307, atom 8 (H): 0.4168, atom 9 (H): 0.3278, atom 10 (H): 0.3516, atom 11 (H): 0.3657, atom 12 (H): 0.2088, atom 13 (C): -1.0756, atom 14 (H): 0.4339, atom 15 (H): 0.3460, atom 16 (H): 0.3228, atom 17 (P): 1.2149, atom 18 (C): -1.2768, atom 19 (C): -1.3905, atom 20 (H): 0.4722, atom 21 (H): 0.4158, atom 22 (H): 0.3728, atom 23 (C): -1.3637, atom 24 (H): 0.4568, atom 25 (H): 0.4279, atom 26 (H): 0.4255, atom 27 (H): 0.4216, atom 28 (H): 0.4019, atom 29 (H): 0.3820, atom 30 (C): 0.3750, atom 31 (O): -0.1641, atom 32 (C): -0.9783, atom 33 (S): 0.8477, atom 34 (O): -0.4568, atom 35 (O): -0.5147, atom 36 (O): -0.1416, atom 37 (H): 0.3494, atom 38 (H): 0.3812, atom 39 (H): 0.3760


Record 6
This record from the Open Molecules 2025 dataset describes a structure of composition C2H2I4. The level of theory is ωB97M-V/def2-TZVPD.

The geometry in ORCA input format:
```
! RIJCOSX wB97M-V def2-TZVPD def2/J DEFGRID3
* xyz 0 1
C 1.08 0.34 0.29
C -1.03 -0.29 -0.19
I 2.24 -1.45 -0.01
I 0.93 1.14 2.21
I -1.10 -1.80 -1.66
I -2.04 1.49 -0.82
H 1.34 1.01 -0.56
H -1.41 -0.44 0.74
*
```

M in g mol⁻¹: 533.65
Lowest unoccupied orbital energy in eV: -0.68
Relative energy (zero: lowest compared OMol25 entry of this formula, charge and spin) in kcal per mole: 46.7
Total energy in eV: -34506.0053
Kohn-Sham gap in eV: 8.126
Maximum force in eV/Å: 4.8

Let us look at the Mulliken charges, expressed in e, one per atom: atom 1 (C): -0.6914, atom 2 (C): -0.8475, atom 3 (I): 0.1098, atom 4 (I): 0.1868, atom 5 (I): 0.1828, atom 6 (I): 0.1190, atom 7 (H): 0.4332, atom 8 (H): 0.5072


Record 7
This record from the Open Molecules 2025 dataset describes a cluster of 2 separate species, C2H2ClNS2 in total. The level of theory is ωB97M-V/def2-TZVPD.

The geometry in ORCA input format:
```
! RIJCOSX wB97M-V def2-TZVPD def2/J DEFGRID3
* xyz 0 1
S -1.51 2.54 1.00
N -1.57 1.03 0.68
S -1.80 -0.24 -0.12
Cl -1.92 -0.52 -2.21
C 1.92 -1.09 -0.25
C 1.34 -0.19 0.32
H 2.20 -2.02 -0.62
H 1.35 0.50 1.19
*
```

SMILES string: S=NSCl.C#C
M in g mol⁻¹: 139.63
Lowest unoccupied orbital energy in eV: -1.60
Relative energy (zero: lowest compared OMol25 entry of this formula, charge and spin) in kcal per mole: 60.6
Total energy in eV: -37784.9018
Kohn-Sham gap in eV: 7.236
Maximum force in eV/Å: 2.3

Let us look at the Mulliken charges, expressed in e, one per atom: atom 1 (S): -0.0356, atom 2 (N): -0.0541, atom 3 (S): 0.3155, atom 4 (Cl): -0.2362, atom 5 (C): -0.1074, atom 6 (C): -0.5651, atom 7 (H): 0.3745, atom 8 (H): 0.3083


Record 8
This record from the Open Molecules 2025 dataset describes a structure of composition C7H8. The level of theory is ωB97M-V/def2-TZVPD.

The geometry in ORCA input format:
```
! RIJCOSX wB97M-V def2-TZVPD def2/J DEFGRID3
* xyz 0 1
C -1.12 -0.68 -1.06
C -0.35 -0.07 0.11
C -1.17 0.09 1.39
C 0.97 -0.70 0.30
C 2.15 -0.17 -0.09
C 0.41 1.13 -0.29
C 1.74 1.16 -0.52
H -0.47 -0.77 -1.93
H -1.97 -0.05 -1.31
H -1.47 -1.67 -0.77
H -1.54 -0.90 1.70
H -0.56 0.51 2.19
H -2.02 0.75 1.19
H 3.11 -0.66 -0.02
H 2.29 2.02 -0.90
*
```

M in g mol⁻¹: 92.14
Lowest unoccupied orbital energy (spin up / spin down) in eV: -0.04 / -0.04
Relative energy (zero: lowest compared OMol25 entry of this formula, charge and spin) in kcal per mole: 137.7
Total energy in eV: -7382.7750
Kohn-Sham gap (spin up / spin down) in eV: 8.329 / 8.342
Maximum force in eV/Å: 1.4

Let us look at the Mulliken charges, expressed in e, one per atom: atom 1 (C): -1.3543, atom 2 (C): 2.5037, atom 3 (C): -1.4801, atom 4 (C): -0.9036, atom 5 (C): -0.4243, atom 6 (C): -0.9098, atom 7 (C): -0.4263, atom 8 (H): 0.3632, atom 9 (H): 0.3449, atom 10 (H): 0.3463, atom 11 (H): 0.3682, atom 12 (H): 0.3618, atom 13 (H): 0.3684, atom 14 (H): 0.4208, atom 15 (H): 0.4210